Density functional theory data (the ωB97M-V functional and the def2-TZVPD basis) for a 12-piece molecular cluster, C66H157BN11O28 overall in a non-equilibrium geometry.

Results
**Total energy**: -5342.24987 hartree
**Total charge**: 0
**HOMO level (alpha / beta)**: -7.846 / -7.846 eV
**Kohn-Sham gap (alpha / beta)**: 0.2562 / 0.0718 hartree
**Lowest unoccupied orbital energy (alpha / beta)**: -0.88 / -5.89 eV
**Spin multiplicity**: 2

Each line ends with the Mulliken spin population.
Atoms and positions in Å:
O -2.962 -2.710 2.080  0.000
C -2.450 -2.099 1.110  0.000
O -1.468 -1.163 1.159  -0.002
B -1.325 -0.601 -0.248  0.002
O -2.080 -1.546 -1.091  0.000
C -2.791 -2.384 -0.362  0.000
O -3.399 -3.360 -0.787  0.000
O 0.097 -0.513 -0.604  0.000
C 0.384 0.784 -0.703  0.000
O 1.494 1.271 -0.962  0.001
C -0.898 1.595 -0.507  0.000
O -1.886 0.708 -0.285  0.000
O -1.004 2.801 -0.413  -0.001
C -4.191 3.212 0.958  0.000
O -3.972 4.648 0.931  0.000
C -3.652 5.248 2.162  0.000
C -2.272 5.825 2.108  0.000
N -2.154 7.096 1.398  0.000
C -0.864 7.711 1.555  0.000
C -0.969 9.029 0.716  0.000
O -1.488 10.143 1.478  0.000
C -0.556 10.976 2.040  0.000
H -4.999 2.886 1.613  0.000
H -3.282 2.701 1.275  0.000
H -4.418 2.962 -0.078  0.000
H -3.686 4.506 2.960  0.000
H -4.356 5.982 2.556  0.000
H -1.793 4.980 1.615  0.000
H -1.839 5.899 3.106  0.000
H -2.240 6.807 0.434  0.000
H -0.055 7.077 1.190  0.000
H -0.662 7.909 2.607  0.000
H -1.619 8.917 -0.152  0.000
H -0.011 9.316 0.284  0.000
H 0.290 10.402 2.418  0.000
H -0.932 11.674 2.788  0.000
H -0.108 11.662 1.321  0.000
C 9.132 4.115 4.275  0.000
O 9.320 5.060 3.212  0.000
C 8.473 4.783 2.089  0.000
C 6.989 5.197 2.449  0.001
N 6.242 4.955 1.189  0.001
C 4.903 5.530 1.397  0.001
C 4.014 5.267 0.171  -0.003
O 2.586 5.436 0.515  0.007
C 1.696 5.084 -0.553  -0.001
H 10.075 4.236 4.808  0.000
H 9.160 3.097 3.888  0.000
H 8.376 4.399 5.007  0.000
H 8.458 3.735 1.791  0.000
H 8.819 5.352 1.226  0.000
H 6.897 6.189 2.891  0.000
H 6.544 4.530 3.188  0.001
H 6.733 5.450 0.459  0.000
H 5.005 6.596 1.601  0.000
H 4.419 5.077 2.262  0.001
H 4.127 4.228 -0.138  0.001
H 4.340 5.791 -0.727  0.000
H 1.777 4.031 -0.823  0.000
H 1.901 5.693 -1.433  0.000
H 0.652 5.212 -0.270  0.000
C 4.969 -6.901 -4.696  0.000
O 4.304 -5.795 -4.130  0.000
C 4.866 -5.503 -2.849  0.000
C 4.261 -4.161 -2.461  0.000
N 2.831 -3.903 -2.620  0.000
C 2.031 -4.464 -1.513  0.001
C 0.525 -4.183 -1.625  0.000
O 0.037 -4.616 -2.886  0.000
C -1.331 -4.244 -3.084  0.000
H 4.348 -7.256 -5.519  0.000
H 5.047 -7.717 -3.977  0.000
H 5.907 -6.534 -5.112  0.000
H 5.951 -5.423 -2.911  0.000
H 4.643 -6.348 -2.198  0.000
H 4.772 -3.379 -3.024  0.000
H 4.550 -4.026 -1.419  0.000
H 2.772 -2.934 -2.343  0.000
H 2.413 -4.012 -0.598  0.000
H 2.206 -5.534 -1.397  0.000
H 0.364 -3.105 -1.588  0.000
H -0.039 -4.583 -0.782  0.000
H -1.707 -4.871 -3.892  0.000
H -1.477 -3.194 -3.335  0.000
H -1.946 -4.527 -2.229  0.000
C -1.252 -7.390 0.051  0.000
O -2.137 -6.955 -0.973  0.000
C -3.073 -7.881 -1.437  0.000
C -3.823 -7.353 -2.668  0.000
N -4.693 -6.341 -2.233  0.000
C -5.426 -5.548 -3.301  0.000
C -6.367 -4.472 -2.674  0.000
O -6.998 -3.810 -3.723  0.000
C -7.851 -2.729 -3.396  0.000
H -1.801 -7.798 0.900  0.000
H -0.581 -6.602 0.392  0.000
H -0.608 -8.229 -0.211  0.000
H -3.732 -8.130 -0.605  0.000
H -2.427 -8.618 -1.914  0.000
H -4.354 -8.205 -3.093  0.000
H -3.007 -7.027 -3.312  0.000
H -4.065 -5.744 -1.714  0.000
H -6.024 -6.289 -3.832  0.000
H -4.712 -5.056 -3.962  0.000
H -5.879 -3.794 -1.973  0.000
H -7.149 -4.963 -2.095  0.000
H -8.580 -3.006 -2.635  0.000
H -8.554 -2.350 -4.137  0.000
H -7.256 -1.896 -3.021  0.000
C -0.086 -4.369 3.309  0.000
O 1.246 -3.953 3.160  0.001
C 1.412 -2.718 2.394  0.001
C 2.729 -2.031 2.652  -0.004
N 3.758 -2.736 1.856  -0.002
C 5.001 -2.177 2.255  0.003
C 6.118 -3.105 1.603  0.001
O 7.437 -2.746 1.984  0.000
C 7.771 -1.442 1.483  0.000
H -0.620 -4.469 2.364  0.000
H -0.649 -3.635 3.886  0.000
H -0.093 -5.325 3.832  0.000
H 0.575 -2.069 2.651  0.001
H 1.362 -3.061 1.360  0.000
H 2.972 -2.046 3.715  -0.008
H 2.648 -0.998 2.315  0.015
H 3.774 -3.731 2.031  0.001
H 5.057 -2.087 3.339  -0.001
H 5.240 -1.155 1.963  -0.002
H 6.043 -3.129 0.516  0.000
H 6.008 -4.151 1.891  0.000
H 8.847 -1.298 1.379  0.000
H 7.352 -0.702 2.164  0.000
H 7.399 -1.310 0.467  0.000
C 2.472 9.926 -7.562  0.000
O 1.567 8.994 -6.953  0.000
C 0.748 9.619 -5.994  0.000
C -0.127 8.573 -5.272  0.000
N 0.753 7.603 -4.601  0.000
C -0.060 6.612 -3.791  0.000
C -0.731 7.302 -2.540  0.000
O -1.045 6.463 -1.451  0.000
C -2.037 5.491 -1.739  0.000
H 3.158 10.254 -6.781  0.000
H 2.018 10.758 -8.100  0.000
H 3.015 9.325 -8.293  0.000
H 0.021 10.282 -6.463  0.000
H 1.322 10.113 -5.210  0.000
H -0.899 8.245 -5.968  0.000
H -0.643 9.171 -4.521  0.000
H 1.334 7.190 -5.317  0.000
H 0.621 5.856 -3.400  0.000
H -0.740 6.163 -4.514  0.000
H -1.658 7.805 -2.814  0.000
H -0.024 8.037 -2.155  0.000
H -3.015 5.961 -1.848  0.000
H -2.183 4.817 -0.895  0.000
H -1.829 4.918 -2.642  0.000
C -1.355 -7.178 6.867  0.000
O -2.745 -6.894 6.650  0.000
C -3.032 -5.562 6.996  0.000
C -4.304 -5.043 6.273  0.000
N -4.616 -5.735 5.036  0.000
C -3.765 -5.169 4.049  0.000
C -3.993 -5.843 2.621  0.000
O -5.373 -5.899 2.302  0.000
C -5.642 -6.257 0.989  0.000
H -0.932 -6.787 7.793  0.000
H -0.728 -6.863 6.034  0.000
H -1.236 -8.250 7.025  0.000
H -2.204 -4.893 6.761  0.000
H -3.158 -5.449 8.072  0.000
H -4.175 -3.991 6.017  0.000
H -5.136 -5.160 6.968  0.000
H -4.312 -6.691 5.162  0.000
H -2.712 -5.288 4.302  0.000
H -3.804 -4.080 4.033  0.000
H -3.598 -6.858 2.589  0.000
H -3.562 -5.173 1.877  0.000
H -5.418 -7.302 0.775  0.000
H -5.222 -5.629 0.204  0.000
H -6.694 -6.307 0.709  0.000
C 7.345 0.936 5.638  0.000
O 6.527 1.813 4.908  0.002
C 5.172 1.437 4.821  0.027
C 4.415 2.147 3.736  0.034
N 3.023 1.737 3.635  0.744
C 2.167 2.440 2.655  0.052
C 0.727 2.004 2.765  0.041
O 0.188 2.462 3.994  0.002
C -1.236 2.237 4.169  -0.001
H 6.959 0.727 6.636  0.000
H 8.331 1.378 5.781  0.000
H 7.627 0.088 5.013  0.000
H 4.638 1.562 5.763  -0.002
H 5.121 0.361 4.654  -0.001
H 4.867 1.979 2.759  0.012
H 4.494 3.217 3.930  0.040
H 2.574 1.816 4.537  -0.033
H 2.600 2.346 1.659  0.012
H 2.271 3.499 2.890  0.063
H 0.525 0.951 2.567  -0.010
H 0.208 2.602 2.016  -0.005
H -1.396 1.161 4.235  0.000
H -1.833 2.707 3.387  0.000
H -1.594 2.699 5.089  0.000
C -3.853 -1.899 -5.739  0.000
O -2.901 -1.315 -4.887  0.000
C -3.435 -0.254 -4.057  0.000
C -2.291 0.615 -3.553  0.000
N -1.579 1.307 -4.631  0.000
C -0.509 2.070 -4.032  0.000
C 0.299 2.587 -5.257  0.000
O 1.025 1.605 -5.866  0.000
C 1.978 2.151 -6.818  0.000
H -4.243 -1.138 -6.415  0.000
H -4.630 -2.314 -5.097  0.000
H -3.494 -2.767 -6.293  0.000
H -4.030 -0.704 -3.263  0.000
H -4.134 0.331 -4.655  0.000
H -1.576 0.082 -2.926  0.000
H -2.701 1.331 -2.841  0.000
H -1.124 0.545 -5.115  0.000
H 0.138 1.452 -3.409  0.000
H -0.992 2.858 -3.455  0.000
H 1.021 3.258 -4.791  0.000
H -0.241 3.221 -5.960  0.000
H 2.538 1.373 -7.338  0.000
H 2.764 2.733 -6.337  0.000
H 1.460 2.623 -7.652  0.000
C -10.867 -4.598 1.431  0.000
C -9.422 -4.935 1.821  0.000
C -8.588 -3.649 1.615  0.000
O -7.247 -3.946 1.986  0.000
C -6.384 -2.819 1.950  0.000
N -9.386 -5.456 3.161  0.000
H -11.525 -5.459 1.556  0.000
H -10.955 -4.285 0.391  0.000
H -11.298 -3.841 2.086  0.000
H -9.009 -5.720 1.187  0.000
H -8.954 -2.834 2.239  0.000
H -8.576 -3.484 0.537  0.000
H -5.395 -3.204 2.199  0.000
H -6.771 -2.042 2.608  0.000
H -6.326 -2.476 0.917  0.000
H -10.020 -6.235 3.052  0.000
H -9.927 -4.775 3.674  0.000
C 4.150 -0.591 -3.129  0.000
C 4.218 -0.899 -1.668  -0.001
C 4.645 0.287 -0.712  0.010
O 6.052 0.544 -0.840  0.000
C 6.469 1.572 -0.006  0.000
N 2.836 -1.364 -1.417  0.000
H 3.819 -1.409 -3.769  0.000
H 5.184 -0.344 -3.368  0.000
H 3.620 0.331 -3.366  0.000
H 4.899 -1.718 -1.437  0.000
H 4.369 0.084 0.323  -0.009
H 4.056 1.151 -1.019  -0.001
H 7.549 1.698 -0.080  0.000
H 6.227 1.313 1.025  0.003
H 6.090 2.572 -0.218  0.000
H 2.310 -0.506 -1.336  0.000
H 2.860 -1.743 -0.481  0.000